1.
{"formula": "C4H5NO", "method": "the ωB97M-V functional and the def2-TZVPD basis", "e_tot_ha": -285.3281, "lumo_ev": 0.9, "charge": 0, "homo_energy_ha": -0.3239, "de_lowest_kcal_mol": 54.3, "elements": ["C", "C", "C", "O", "N", "C", "H", "H", "H", "H", "H"], "positions_angstrom": [[-1.512, -0.120, 0.026], [-0.034, -0.221, 0.043], [0.805, -1.259, 0.188], [2.023, -0.689, 0.086], [1.661, 1.748, -0.305], [1.129, 0.650, -0.108], [-1.908, -1.127, 0.171], [-1.915, 0.498, 0.832], [-1.918, 0.247, -0.920], [0.591, -2.313, 0.346], [1.078, 2.586, -0.359]], "forces_ev_per_a": [[-0.3, 0.1, 0.0], [-0.2, -0.3, 0.1], [-0.8, 0.0, 0.0], [-0.4, 1.3, -0.3], [-0.1, -0.6, 0.3], [1.1, -0.2, 0.0], [0.0, 0.1, 0.0], [0.1, 0.1, 0.0], [0.1, 0.1, 0.0], [0.5, 0.1, 0.0], [-0.1, -0.5, -0.1]], "mulliken_charge": [-1.10, 0.46, -0.20, -0.44, -0.62, 0.43, 0.31, 0.27, 0.27, 0.35, 0.26]}

2.
{"formula": "C14H18N4O", "method": "the ωB97M-V functional and the def2-TZVPD basis", "e_tot_ha": -838.3553, "smiles": "COc1ccc(C=C(C#N)C#N)cc1.CNN(C)C", "lumo_ev": -0.4, "charge": 0, "homo_energy_ha": -0.2776, "de_lowest_kcal_mol": 150.7, "elements": ["C", "O", "C", "C", "C", "C", "C", "C", "C", "N", "C", "N", "C", "C", "H", "H", "H", "H", "H", "H", "H", "H", "C", "N", "N", "C", "C", "H", "H", "H", "H", "H", "H", "H", "H", "H", "H"], "positions_angstrom": [[-5.002, 2.764, 1.022], [-4.351, 1.518, 1.418], [-3.123, 1.168, 0.938], [-2.646, -0.089, 1.359], [-1.334, -0.415, 1.140], [-0.413, 0.491, 0.585], [1.033, 0.169, 0.709], [1.854, 1.291, 0.461], [3.164, 1.159, -0.012], [4.238, 1.013, -0.435], [1.555, 2.582, 1.010], [1.454, 3.635, 1.506], [-0.945, 1.683, 0.016], [-2.287, 2.028, 0.180], [-6.017, 2.663, 1.411], [-4.506, 3.628, 1.486], [-5.008, 2.846, -0.072], [-3.340, -0.725, 1.909], [-1.012, -1.410, 1.435], [1.299, -0.544, 1.520], [-0.327, 2.371, -0.567], [-2.701, 2.976, -0.183], [1.775, -2.067, -2.843], [1.909, -1.015, -1.814], [1.788, -1.384, -0.450], [3.051, -2.043, 0.050], [0.668, -2.388, -0.274], [1.378, -1.547, -3.724], [2.721, -2.565, -3.131], [1.040, -2.839, -2.562], [2.727, -0.410, -1.917], [3.162, -3.064, -0.357], [3.949, -1.484, -0.227], [3.032, -2.108, 1.140], [0.866, -3.306, -0.861], [0.619, -2.648, 0.793], [-0.270, -1.936, -0.659]], "forces_ev_per_a": [[0.7, -0.9, 0.1], [-0.1, 0.2, -0.6], [0.3, 0.8, 0.4], [-0.8, 0.6, -0.2], [0.1, 0.0, 0.4], [-0.3, -0.5, -0.1], [-0.8, 0.5, 0.8], [0.6, 0.9, 0.2], [1.4, -0.3, 0.1], [-0.7, 0.0, 0.1], [0.0, 1.1, 0.1], [0.0, -1.5, -0.7], [0.0, -0.3, -0.2], [-0.4, -0.6, 0.6], [0.2, 0.1, -0.2], [0.0, -0.3, -0.2], [-0.1, 0.1, 0.3], [0.3, 0.0, -0.2], [0.1, 0.3, 0.3], [-0.3, 0.2, -0.8], [0.0, -0.4, 0.4], [0.4, -0.4, 0.1], [0.3, 0.4, -0.3], [-0.7, 0.0, -0.3], [0.1, -1.8, -0.4], [-0.1, 0.1, 0.1], [0.4, 0.5, -0.6], [0.2, -0.3, 0.1], [-0.3, 0.1, 0.3], [0.4, 0.6, -0.3], [-0.3, -0.4, 0.1], [-0.3, 0.3, 0.1], [-0.4, 0.2, 0.0], [-0.1, 0.0, 0.0], [0.0, 0.4, 0.7], [-0.1, 0.2, -0.4], [0.6, -0.3, 0.4]], "mulliken_charge": [-0.79, -0.41, 0.87, -1.20, -0.02, 0.42, 1.16, 0.11, -0.17, -0.67, -0.43, -0.67, -0.39, -0.74, 0.23, 0.33, 0.34, 0.40, 0.27, 0.36, 0.50, 0.35, -0.90, -0.55, 0.33, -0.97, -1.50, 0.34, 0.27, 0.35, 0.27, 0.34, 0.41, 0.37, 0.48, 0.38, 0.53]}

3.
{"formula": "C14H19N3OS", "method": "the ωB97M-V functional and the def2-TZVPD basis", "e_tot_ha": -1182.5642, "smiles": "CCCCCOc1ccc(CSc2ncn[nH]2)cc1", "lumo_ev": 0.7, "charge": 0, "homo_energy_ha": -0.3096, "de_lowest_kcal_mol": 38.6, "elements": ["C", "C", "C", "C", "C", "O", "C", "C", "C", "C", "C", "S", "C", "N", "C", "N", "N", "C", "C", "H", "H", "H", "H", "H", "H", "H", "H", "H", "H", "H", "H", "H", "H", "H", "H", "H", "H", "H"], "positions_angstrom": [[-1.031, -2.625, 5.340], [-1.079, -2.088, 3.915], [-2.005, -2.925, 3.033], [-2.015, -2.485, 1.570], [-2.724, -1.144, 1.360], [-2.792, -0.781, -0.004], [-1.697, -0.268, -0.624], [-1.851, -0.002, -1.987], [-0.816, 0.536, -2.719], [0.407, 0.818, -2.119], [1.526, 1.410, -2.905], [1.531, 3.247, -2.716], [3.121, 3.554, -3.320], [4.004, 2.662, -3.722], [5.063, 3.415, -4.085], [4.890, 4.703, -3.933], [3.642, 4.797, -3.442], [0.554, 0.561, -0.764], [-0.478, 0.021, -0.018], [-0.369, -2.020, 5.955], [-0.666, -3.650, 5.350], [-2.023, -2.611, 5.786], [-0.072, -2.100, 3.491], [-1.422, -1.052, 3.938], [-1.678, -3.966, 3.078], [-3.022, -2.881, 3.431], [-2.535, -3.233, 0.968], [-0.990, -2.419, 1.199], [-3.769, -1.230, 1.673], [-2.254, -0.347, 1.946], [-2.801, -0.225, -2.446], [-0.955, 0.738, -3.771], [1.429, 1.213, -3.972], [2.504, 1.082, -2.556], [5.968, 2.988, -4.465], [3.228, 5.687, -3.220], [1.494, 0.783, -0.279], [-0.316, -0.163, 1.033]], "forces_ev_per_a": [[0.1, 0.2, -0.2], [-0.2, -0.2, 0.1], [0.3, 0.2, -0.2], [-0.2, 0.2, 0.0], [0.2, -0.3, 0.3], [0.0, 0.1, -0.3], [0.1, 0.1, -0.3], [-0.1, -0.1, 0.2], [0.1, 0.0, 0.1], [0.0, 0.1, 0.1], [0.2, 0.4, -0.1], [-0.4, -0.3, 0.2], [0.2, 0.2, -0.1], [-0.5, -0.3, 0.2], [-0.2, 0.4, 0.1], [0.7, 0.6, -0.2], [-0.3, -0.7, 0.1], [0.0, 0.0, -0.2], [-0.2, -0.1, 0.3], [0.0, 0.0, 0.1], [0.0, -0.1, 0.0], [-0.1, 0.0, 0.1], [0.0, 0.1, -0.1], [0.1, 0.1, 0.0], [-0.1, 0.0, 0.1], [-0.1, -0.1, 0.1], [0.0, 0.0, -0.1], [0.0, 0.0, 0.0], [0.1, 0.0, 0.0], [-0.1, 0.0, 0.0], [-0.1, 0.0, -0.1], [0.0, 0.0, -0.1], [0.1, -0.1, 0.1], [-0.1, -0.1, -0.1], [0.3, 0.0, -0.1], [0.1, -0.1, 0.0], [0.1, 0.0, 0.0], [0.0, -0.1, 0.1]], "mulliken_charge": [-1.42, -0.07, -0.74, -0.39, -0.71, -0.42, 0.77, -0.62, -0.59, 0.33, -0.87, -0.17, 0.45, -0.45, -0.10, -0.72, 0.22, -0.83, -0.28, 0.38, 0.35, 0.33, 0.26, 0.24, 0.36, 0.31, 0.28, 0.34, 0.32, 0.35, 0.43, 0.37, 0.42, 0.45, 0.45, 0.20, 0.39, 0.39]}

4.
{"formula": "C33H66F2O7PS2", "method": "the ωB97M-V functional and the def2-TZVPD basis", "e_tot_ha": -3160.9921, "lumo_ev": 2.0, "charge": -1, "homo_energy_ha": -0.1422, "elements": ["C", "C", "P", "F", "C", "C", "C", "C", "C", "C", "C", "F", "C", "C", "O", "C", "C", "O", "C", "C", "C", "C", "C", "C", "C", "C", "C", "C", "C", "C", "O", "H", "H", "H", "H", "H", "H", "H", "H", "H", "H", "H", "H", "H", "H", "H", "H", "H", "H", "H", "H", "H", "H", "H", "H", "H", "H", "H", "H", "H", "H", "H", "H", "H", "H", "H", "H", "H", "H", "H", "H", "H", "H", "H", "H", "H", "H", "H", "H", "H", "H", "C", "C", "C", "S", "O", "O", "C", "H", "H", "H", "H", "H", "H", "H", "H", "C", "C", "C", "S", "O", "O", "C", "H", "H", "H", "H", "H", "H", "H", "H"], "positions_angstrom": [[-0.865, -0.521, 2.721], [-1.225, -0.524, 1.363], [-0.850, 0.932, 0.168], [-0.345, 2.147, -0.990], [-1.325, 2.290, 1.399], [-2.718, 2.158, 2.118], [-2.498, 2.424, 3.682], [-3.796, 3.014, 4.388], [-4.853, 1.889, 4.750], [-5.522, 1.219, 3.487], [-2.510, 0.830, -0.770], [-3.480, -0.029, -0.141], [-3.167, 2.194, -1.167], [-3.227, 2.303, -2.761], [0.777, 1.156, 0.797], [1.771, 0.723, -0.165], [2.955, 0.332, 0.801], [4.258, 0.348, 0.179], [4.753, 1.669, 0.027], [6.304, 1.703, -0.252], [1.162, -0.354, -1.148], [1.240, -0.102, -2.730], [1.672, 1.355, -3.149], [-0.148, -0.387, -3.460], [0.212, -0.557, -5.013], [1.579, -1.873, -1.029], [3.123, -2.152, -1.215], [1.100, -2.602, 0.285], [1.717, -4.041, 0.522], [2.729, -3.979, 1.745], [-0.269, -0.331, -0.911], [0.175, -0.222, 2.976], [-1.624, -0.747, 3.517], [-1.725, -1.466, 1.006], [-0.512, 2.333, 2.173], [-1.294, 3.290, 0.888], [-3.220, 1.171, 2.051], [-3.391, 2.995, 1.781], [-2.306, 1.442, 4.205], [-1.591, 3.050, 3.879], [-3.483, 3.443, 5.384], [-4.264, 3.799, 3.745], [-4.371, 1.074, 5.359], [-5.668, 2.338, 5.386], [-4.865, 0.393, 3.112], [-5.592, 1.985, 2.674], [-6.517, 0.748, 3.700], [-2.273, 0.302, -1.733], [-2.641, 3.110, -0.823], [-4.238, 2.257, -0.819], [-2.183, 2.599, -3.071], [-3.893, 3.131, -3.110], [-3.428, 1.316, -3.240], [2.110, 1.712, -0.568], [2.999, 1.052, 1.668], [2.846, -0.682, 1.264], [4.451, 2.374, 0.849], [4.274, 2.089, -0.908], [6.534, 0.989, -1.088], [6.632, 2.711, -0.624], [6.900, 1.499, 0.670], [1.964, -0.795, -3.245], [2.017, 1.311, -4.224], [2.564, 1.741, -2.583], [0.824, 2.088, -3.147], [-0.838, 0.485, -3.418], [-0.598, -1.361, -3.160], [1.095, -1.247, -5.147], [0.415, 0.446, -5.455], [-0.626, -1.058, -5.575], [1.061, -2.401, -1.880], [3.593, -1.422, -1.931], [3.360, -3.191, -1.547], [3.626, -2.028, -0.217], [-0.010, -2.752, 0.173], [1.220, -2.005, 1.222], [0.865, -4.695, 0.864], [2.129, -4.531, -0.391], [3.564, -4.718, 1.692], [3.057, -2.916, 1.848], [2.111, -4.201, 2.672], [-2.534, 3.022, -8.722], [-3.254, 4.048, -7.841], [-3.292, 3.484, -6.417], [-1.863, 2.414, -6.264], [-2.323, 1.058, -6.094], [-0.906, 3.020, -5.371], [-1.290, 2.610, -7.944], [-2.277, 3.435, -9.698], [-3.180, 2.154, -8.881], [-2.697, 4.989, -7.850], [-4.260, 4.259, -8.207], [-3.232, 4.272, -5.669], [-4.183, 2.880, -6.249], [-0.851, 1.677, -8.296], [-0.541, 3.403, -7.950], [2.783, -5.447, 7.936], [3.279, -4.101, 7.399], [3.302, -4.197, 5.870], [2.043, -5.390, 5.426], [2.686, -6.540, 4.836], [0.947, -4.708, 4.782], [1.563, -5.805, 7.095], [2.536, -5.394, 8.998], [3.561, -6.205, 7.808], [2.589, -3.310, 7.708], [4.264, -3.847, 7.792], [3.073, -3.241, 5.402], [4.260, -4.568, 5.507], [1.294, -6.858, 7.152], [0.707, -5.183, 7.359]], "forces_ev_per_a": [[-0.5, 0.1, -1.9], [0.5, -0.2, 2.3], [1.4, -0.7, 0.9], [-0.8, -0.4, -0.3], [-0.5, 0.4, 0.3], [0.8, 1.0, 1.5], [-1.1, -0.5, 0.2], [0.6, -1.0, 0.6], [-0.4, 0.0, -0.4], [0.6, -0.1, 0.1], [-0.2, 0.2, -1.0], [0.3, 0.8, -0.2], [-1.2, 0.0, -1.2], [1.4, 0.4, 0.7], [0.1, -1.7, -1.3], [0.7, 1.1, 2.3], [0.2, -0.5, 0.2], [0.2, 0.6, 0.6], [0.2, 0.9, -1.7], [-0.4, 0.0, 0.0], [-1.6, -0.7, -1.4], [-0.1, 1.3, -0.5], [0.5, -0.1, -1.0], [1.5, -0.5, -1.6], [-0.4, -0.5, 0.3], [0.9, -0.9, 0.6], [0.2, 0.7, 0.4], [-1.0, -0.6, -0.6], [-0.5, 0.1, 1.0], [-1.1, -0.1, 0.1], [1.6, 0.8, 0.5], [-1.2, 1.1, 0.3], [1.2, -1.2, -0.6], [-0.9, 1.6, 0.4], [-0.8, -0.3, -0.8], [0.1, -0.9, 0.3], [0.4, 0.8, -0.5], [0.3, -1.0, 0.0], [0.1, 0.8, -0.6], [-0.9, -0.3, -0.3], [-0.3, -0.1, -1.0], [0.3, -0.5, 0.6], [-0.3, 0.9, -0.4], [0.8, -0.3, -0.5], [-0.6, 0.8, 0.2], [-0.2, -0.8, 0.6], [0.8, 0.6, -0.1], [-0.1, 0.4, 1.0], [-0.2, -0.9, 0.1], [1.1, -0.3, 0.1], [-1.0, -0.4, 0.1], [0.2, -0.8, 0.2], [-0.2, 0.8, 0.3], [-0.3, -1.2, -0.8], [-0.4, -0.5, -0.9], [0.0, 0.8, -0.6], [0.3, -0.9, -0.3], [0.4, -0.1, 0.8], [-0.1, 0.4, 1.0], [-0.6, -0.7, 0.4], [-0.4, -0.2, -0.8], [-0.5, 0.5, 0.9], [-0.3, 0.1, 1.0], [-1.0, -0.3, -0.4], [0.8, -0.7, 0.4], [0.3, -0.8, 0.5], [0.1, 1.0, 0.2], [-0.6, 0.8, 0.2], [-0.1, -0.9, 0.1], [0.6, 0.7, 0.5], [0.3, 0.7, 0.8], [-0.4, -0.7, 0.7], [-0.4, 0.8, 0.1], [-0.3, 0.0, -1.1], [1.0, 0.4, 0.2], [0.0, -0.3, -0.9], [0.8, 0.5, -0.5], [-0.1, 0.6, 0.6], [-0.5, 0.7, 0.0], [0.3, -1.0, -0.1], [0.9, 0.2, -1.0], [-0.1, 0.0, 0.0], [0.0, 0.1, -0.1], [-0.4, 0.4, -0.1], [0.2, 0.0, 0.4], [0.1, 0.3, 0.0], [-0.2, -0.3, -0.1], [0.0, 0.0, -0.5], [0.0, 0.0, 0.0], [0.1, 0.0, 0.0], [0.0, -0.1, 0.0], [0.0, 0.0, 0.0], [0.1, -0.2, 0.1], [0.1, -0.1, 0.1], [0.0, 0.0, 0.2], [0.0, -0.1, 0.1], [0.1, 0.0, 0.0], [0.0, 0.1, 0.1], [0.4, 0.4, 0.2], [-0.3, 0.2, -0.2], [-0.2, 0.1, 0.0], [0.2, -0.4, 0.0], [0.0, -0.1, 0.5], [0.0, 0.0, 0.0], [-0.1, 0.0, 0.0], [0.0, 0.0, 0.0], [0.0, 0.0, 0.0], [0.0, -0.2, -0.2], [-0.1, -0.1, -0.1], [0.0, 0.0, -0.2], [0.0, 0.0, -0.1]], "mulliken_charge": [-1.20, 0.28, 1.55, -0.70, -1.43, 0.49, -0.46, -0.81, -0.45, -0.85, 0.55, -0.49, -0.52, -0.99, -0.83, -0.02, -1.47, -0.39, 0.09, -1.27, 1.55, -0.58, -1.17, 0.87, -1.22, -0.23, -1.58, 0.22, -0.87, -0.61, -1.00, 0.11, 0.31, 0.51, 0.52, 0.37, -0.33, 0.54, 0.04, 0.43, 0.29, 0.36, 0.27, 0.33, 0.15, 0.22, 0.37, 0.01, 0.19, 0.38, 0.01, 0.43, 0.29, 0.75, 0.56, -0.25, 0.30, 0.06, 0.28, 0.37, 0.31, 0.67, 0.53, 0.11, -0.02, -0.75, 0.47, 0.41, 0.05, 0.28, 0.52, 0.36, 0.38, 0.21, 0.08, -0.23, 0.39, 0.36, 0.36, 0.20, -0.03, -0.56, -0.66, -0.76, 1.46, -0.65, -0.68, -0.92, 0.36, 0.28, 0.30, 0.33, 0.34, 0.38, 0.38, 0.39, -0.58, -0.71, -0.57, 1.16, -0.67, -0.63, -0.72, 0.35, 0.29, 0.31, 0.33, 0.34, 0.39, 0.39, 0.34]}

5.
{"formula": "C3H7N2O2", "method": "the ωB97M-V functional and the def2-TZVPD basis", "e_tot_ha": -378.0546, "lumo_ev": -4.2, "charge": 1, "homo_energy_ha": -0.4967, "de_lowest_kcal_mol": 125.0, "elements": ["C", "C", "C", "N", "N", "O", "O", "H", "H", "H", "H", "H", "H", "H"], "positions_angstrom": [[-0.518, 0.366, 1.341], [-0.718, -0.750, 1.965], [-0.743, 1.375, 0.404], [1.159, -1.258, -1.182], [-1.215, 2.000, -0.610], [-0.083, 1.712, 1.536], [0.440, 0.003, -1.251], [-0.077, -0.843, 2.868], [-1.381, -1.453, 1.398], [1.191, -1.430, -0.193], [2.173, -1.273, -1.481], [-1.572, 1.524, -1.434], [-0.896, 2.978, -0.766], [0.798, -2.106, -1.622]], "forces_ev_per_a": [[-1.3, 0.8, -1.0], [0.7, -0.6, 0.0], [0.3, -0.4, 0.8], [0.9, 1.2, 0.3], [0.9, 1.4, 0.0], [0.1, 0.3, -1.3], [0.9, -1.8, -0.7], [-1.2, -0.7, -0.4], [1.0, 0.3, 1.1], [0.1, -0.5, 0.7], [-1.1, 0.9, 0.1], [0.1, -0.4, 0.3], [-0.4, -0.9, 0.3], [-0.9, 0.4, -0.3]], "mulliken_charge": [0.32, -0.69, 0.69, -0.31, -0.28, -0.34, -0.60, 0.32, 0.32, 0.28, 0.35, 0.29, 0.31, 0.34]}

6.
{"formula": "C4H8O4Si", "method": "the ωB97M-V functional and the def2-TZVPD basis", "e_tot_ha": -747.7524, "lumo_ev": 0.5, "charge": 0, "homo_energy_ha": -0.3441, "de_lowest_kcal_mol": 5.0, "elements": ["C", "C", "C", "C", "O", "O", "O", "O", "Si", "H", "H", "H", "H", "H", "H", "H", "H"], "positions_angstrom": [[-0.200, -1.148, -1.220], [0.175, -0.863, 0.050], [-2.660, 1.663, 0.050], [-0.281, -1.793, 1.017], [-2.805, 0.535, 0.146], [1.738, 1.077, -1.359], [1.848, 1.478, 1.384], [-0.396, 1.856, -0.186], [0.970, 0.931, 0.044], [-0.845, -1.940, -1.395], [0.119, -0.443, -2.105], [-0.795, -2.772, 0.505], [0.506, -2.196, 1.687], [-1.125, -1.463, 1.694], [2.637, 0.872, -1.477], [1.457, 1.824, 2.178], [-0.344, 2.382, -1.011]], "forces_ev_per_a": [[2.3, 3.7, -0.7], [0.8, 2.1, -3.2], [-1.1, -1.5, 0.2], [-2.5, -4.0, 2.6], [0.1, 1.4, 0.0], [-0.5, 0.8, -0.3], [-0.2, -1.0, -2.0], [1.4, 0.6, -0.6], [-1.6, -0.9, 2.0], [-1.0, -1.6, -0.6], [-0.9, -1.7, 1.7], [1.4, 2.2, 1.0], [-0.3, 0.3, -0.3], [1.0, 0.2, -0.6], [1.6, -0.4, -0.2], [-0.5, 0.1, 0.2], [-0.1, -0.3, 0.8]], "mulliken_charge": [-0.98, 0.77, 0.12, -1.01, -0.16, -0.47, -0.54, -0.41, 0.43, 0.34, 0.18, 0.26, 0.31, 0.23, 0.30, 0.31, 0.32]}